1.
{
  "formula": "C22H52BrClF2N15O9",
  "method": "ωB97M-V with the def2-TZVPD basis set",
  "symbols": ["C", "O", "C", "C", "C", "C", "C", "C", "C", "N", "C", "N", "F", "C", "C", "O", "Br", "N", "C", "C", "C", "Cl", "C", "C", "O", "F", "H", "H", "H", "H", "H", "H", "H", "H", "H", "H", "H", "H", "H", "H", "H", "H", "H", "H", "H", "H", "H", "H", "H", "H", "H", "H", "H", "H", "C", "O", "N", "N", "H", "H", "H", "H", "C", "O", "N", "N", "H", "H", "H", "H", "C", "O", "N", "N", "H", "H", "H", "H", "C", "O", "N", "N", "H", "H", "H", "H", "C", "O", "N", "N", "H", "H", "H", "H", "C", "O", "N", "N", "H", "H", "H", "H"],
  "positions_angstrom": [[3.1779, -1.1965, 1.9531], [3.4171, -0.8486, 0.5974], [4.6037, -0.0930, 0.3605], [4.2563, 1.2872, -0.1938], [3.8169, 2.2815, 0.8957], [2.6845, 3.2455, 0.5019], [1.6918, 3.5040, 1.6431], [0.4836, 4.3353, 1.2031], [-0.6305, 3.5878, 0.4708], [-0.7508, 2.1584, 0.9225], [-1.7831, 1.4225, 0.4206], [-2.9755, 1.1853, 1.1655], [-3.3689, 2.4759, 1.5578], [-2.8302, 0.3778, 2.3817], [-3.9301, -0.6717, 2.4444], [-3.8136, -1.7898, 2.1739], [-5.6186, 0.0480, 3.0184], [-1.7069, 0.9092, -0.7746], [-2.8648, 0.2617, -1.4721], [-2.5176, -0.7656, -2.5430], [-1.8391, -2.0738, -2.1164], [-2.3328, -2.5892, -0.4820], [-0.4191, 1.0034, -1.4702], [0.5676, -0.0028, -0.8918], [0.4289, -0.6834, 0.0307], [1.6753, 0.0317, -1.6495], [4.0975, -1.5496, 2.4333], [2.4513, -2.0112, 1.9997], [2.7892, -0.3354, 2.5187], [5.2304, -0.6493, -0.3510], [5.1788, 0.0065, 1.2928], [3.4563, 1.1496, -0.9373], [5.1264, 1.6688, -0.7470], [4.6973, 2.8620, 1.2008], [3.5127, 1.7096, 1.7846], [2.1676, 2.8803, -0.3983], [3.1199, 4.2215, 0.2435], [1.4163, 2.5511, 2.1182], [2.2187, 4.0791, 2.4178], [0.0587, 4.8707, 2.0593], [0.8460, 5.1107, 0.5183], [-0.4591, 3.6202, -0.6116], [-1.5805, 4.1048, 0.6459], [-0.7632, 2.1249, 1.9399], [-2.9392, 1.0505, 3.2406], [-1.8571, -0.1264, 2.4364], [-3.4167, 1.0830, -1.9499], [-3.5156, -0.1831, -0.7235], [-3.4841, -1.0250, -2.9953], [-1.9238, -0.3181, -3.3475], [-2.1400, -2.8577, -2.8145], [-0.7475, -2.0268, -2.1424], [0.0167, 2.0041, -1.3868], [-0.5554, 0.8246, -2.5389], [-7.9956, -4.0414, 2.7743], [-8.7843, -4.9602, 2.8600], [-6.8732, -4.1049, 1.9869], [-8.1501, -2.8639, 3.4574], [-6.2025, -3.3627, 1.9166], [-6.7257, -4.9538, 1.4742], [-8.9493, -2.7772, 4.0570], [-7.5005, -2.1068, 3.3731], [-1.7827, -4.8140, -5.2566], [-1.7607, -3.6934, -4.7580], [-1.6767, -5.9443, -4.5039], [-1.9147, -5.0026, -6.5967], [-1.6938, -6.8683, -4.8928], [-1.5740, -5.8354, -3.5125], [-1.9978, -4.1860, -7.1730], [-1.9351, -5.9076, -7.0280], [0.7443, 2.2247, -5.0169], [0.5314, 3.3496, -4.6036], [1.3728, 1.2866, -4.2351], [0.3568, 1.8016, -6.2541], [1.5690, 0.3449, -4.5212], [1.7307, 1.6042, -3.3544], [-0.1013, 2.4718, -6.8442], [0.5420, 0.8826, -6.6094], [1.2709, -4.9092, 2.7639], [1.7549, -3.8407, 3.1028], [-0.0159, -5.0168, 2.3205], [1.9792, -6.0753, 2.8023], [-0.4340, -5.8847, 2.0445], [-0.5577, -4.1747, 2.2691], [2.9258, -6.0300, 3.1297], [1.5992, -6.9628, 2.5333], [7.5762, -2.2593, 2.6616], [8.3195, -1.8646, 1.7840], [6.4483, -2.9884, 2.3896], [7.7988, -2.0015, 3.9871], [5.8133, -3.3161, 3.0926], [6.2571, -3.1885, 1.4253], [8.6188, -1.4719, 4.2176], [7.1985, -2.3218, 4.7226], [-0.9676, 8.0655, 0.2338], [-0.0791, 7.2275, 0.1935], [-1.9809, 8.0975, -0.6820], [-1.0076, 9.0353, 1.1911], [-2.7087, 8.7869, -0.6761], [-1.9558, 7.4199, -1.4206], [-0.2649, 9.0474, 1.8653], [-1.7181, 9.7410, 1.2347]],
  "lowdin_charge": [-0.10, -0.21, -0.22, -0.17, -0.18, -0.19, -0.21, -0.18, -0.13, 0.11, -0.25, 0.00, 0.01, -0.13, -0.82, 0.05, 0.81, 0.07, -0.12, -0.22, -0.55, 0.63, -0.01, -0.46, 0.21, 0.11, 0.07, 0.06, 0.08, 0.12, 0.12, 0.08, 0.12, 0.12, 0.10, 0.10, 0.12, 0.10, 0.13, 0.12, 0.10, 0.12, 0.12, 0.15, 0.13, 0.15, 0.15, 0.09, 0.13, 0.11, 0.04, 0.07, 0.12, 0.12, -0.68, 0.04, 0.15, 0.15, 0.07, 0.10, 0.10, 0.02, -0.67, 0.00, 0.16, 0.16, 0.10, 0.10, 0.11, 0.10, -0.68, 0.03, 0.15, 0.16, 0.10, 0.08, 0.11, 0.10, -0.67, 0.01, 0.16, 0.15, 0.09, 0.09, 0.10, 0.10, -0.69, 0.03, 0.15, 0.15, 0.09, 0.10, 0.10, 0.09, -0.67, 0.01, 0.15, 0.16, 0.10, 0.10, 0.11, 0.10],
  "spin_multiplicity": 1,
  "total_charge": 1,
  "fmax_ev_per_a": 2.3,
  "total_energy_ha": -5601.84398,
  "orbital_gap_ev": 7.4
}

---

2.
{
  "formula": "C22H52N3O6",
  "method": "ωB97M-V with the def2-TZVPD basis set",
  "symbols": ["C", "C", "C", "C", "C", "C", "N", "O", "C", "C", "C", "H", "H", "H", "H", "H", "H", "H", "H", "H", "H", "H", "H", "H", "H", "H", "H", "H", "H", "C", "C", "N", "C", "C", "C", "C", "C", "O", "C", "H", "H", "H", "H", "H", "H", "H", "H", "H", "H", "H", "H", "H", "H", "H", "H", "H", "H", "H", "H", "O", "H", "C", "N", "O", "O", "H", "H", "H", "C", "C", "O", "C", "C", "H", "H", "H", "H", "H", "H", "H", "H", "H", "H"],
  "positions_angstrom": [[2.3601, 1.2842, 0.1074], [2.0716, 2.0411, -1.2174], [2.6693, 1.0519, -2.3264], [2.1853, 1.3329, -3.7398], [0.6542, 1.2829, -3.8026], [-0.0237, 2.2527, -2.7982], [0.5864, 2.0781, -1.4147], [-0.1480, 2.6008, -0.3764], [-1.5179, 1.8498, -2.6354], [0.1291, 3.7319, -3.2892], [2.7649, 3.5054, -1.2625], [1.9390, 0.2810, 0.1733], [1.9965, 1.8069, 0.9921], [3.4326, 1.1097, 0.1931], [2.3268, 0.0326, -2.1481], [3.7564, 0.9953, -2.2711], [2.5722, 0.6744, -4.5175], [2.5101, 2.3191, -4.0713], [0.2631, 0.2759, -3.6574], [0.4107, 1.4456, -4.8525], [-2.1076, 2.4608, -1.9520], [-1.6394, 0.8467, -2.2267], [-2.0937, 1.8799, -3.5605], [-0.0326, 4.5195, -2.5532], [-0.4871, 3.9412, -4.1635], [1.1231, 3.8717, -3.7141], [2.5754, 4.1378, -0.3952], [2.3955, 3.9876, -2.1675], [3.8356, 3.3124, -1.3291], [-2.1944, -0.6055, 4.9773], [-2.9497, 0.3273, 3.9589], [-2.3599, 0.1948, 2.5633], [-2.8346, -1.1996, 2.0292], [-3.0037, 1.2995, 1.6426], [-4.5450, 1.4613, 1.7029], [-0.8009, 0.3797, 2.4393], [-0.2979, 1.7133, 2.9430], [-0.6835, 1.8881, 4.2673], [-0.4854, 3.2391, 4.6728], [-1.1117, -0.4800, 4.9904], [-2.3893, -1.6592, 4.7776], [-2.4759, -0.3325, 5.9943], [-2.9849, 1.3664, 4.2862], [-4.0011, 0.0423, 3.9223], [-2.5419, -2.0273, 2.6753], [-2.2239, -1.4179, 1.1531], [-3.8964, -1.0566, 1.8284], [-2.7075, 0.8790, 0.6816], [-2.5397, 2.2830, 1.7169], [-4.9090, 2.0746, 0.8786], [-4.8587, 1.9023, 2.6491], [-5.0936, 0.5446, 1.4866], [-0.6555, 0.3472, 1.3595], [-0.3429, -0.5464, 2.7868], [-0.6225, 2.5037, 2.2661], [0.7920, 1.7059, 2.9303], [0.3693, 3.8011, 4.2964], [-0.3760, 3.2855, 5.7563], [-1.3850, 3.8467, 4.5745], [-0.2830, -0.6681, -0.7850], [0.0817, -1.3519, -0.1900], [0.7072, -2.8658, -2.9763], [0.4830, -2.5036, -4.3917], [-0.3861, -1.7493, -4.7062], [1.2633, -2.9321, -5.1877], [-0.0706, -2.3436, -2.4190], [1.7451, -2.6024, -2.7728], [0.5848, -3.9489, -2.9851], [3.2334, -5.3635, -1.7164], [2.7705, -4.3981, -0.6217], [1.4986, -4.6677, -0.1344], [1.1100, -3.7884, 0.9305], [-0.3422, -3.9898, 1.2230], [2.9767, -6.3956, -1.4777], [2.8503, -5.0487, -2.6872], [4.3116, -5.3491, -1.8758], [3.4847, -4.4488, 0.2001], [2.7241, -3.3953, -1.0463], [1.6640, -3.9617, 1.8531], [1.4825, -2.7761, 0.7737], [-0.7452, -3.5908, 2.1538], [-0.5859, -5.0481, 1.1296], [-0.9572, -3.4828, 0.4794]],
  "lowdin_spin": [0.00, 0.00, 0.00, 0.00, 0.00, 0.00, 0.00, 0.00, 0.00, 0.00, 0.00, 0.00, 0.00, 0.00, 0.00, 0.00, 0.00, 0.00, 0.00, 0.00, 0.00, 0.00, 0.00, 0.00, 0.00, 0.00, 0.00, 0.00, 0.00, 0.00, 0.00, 0.00, 0.00, 0.00, 0.00, 0.01, 0.00, 0.00, 0.00, 0.00, 0.00, 0.00, 0.00, 0.00, 0.00, 0.00, 0.00, 0.00, 0.00, 0.00, 0.00, 0.00, 0.01, 0.00, 0.00, 0.00, 0.00, 0.00, 0.00, 0.94, 0.01, 0.01, 0.00, 0.00, 0.00, 0.01, 0.00, 0.00, 0.00, 0.00, 0.00, 0.00, 0.00, 0.00, 0.00, 0.00, 0.00, 0.00, 0.00, 0.00, 0.00, 0.00, 0.00],
  "spin_multiplicity": 2,
  "total_charge": 2,
  "fmax_ev_per_a": 8.5,
  "total_energy_ha": -1484.18643,
  "orbital_gap_ev": [4.9, 4.9]
}